(1)
Formula: C12H89IO35P
Source: the Open Molecules 2025 dataset
Level of theory: ωB97M-V/def2-TZVPD

The LUMO energy comes out at 1.312 eV. The electronic energy comes out at -102934.4797 eV. Its charge is -1.

Last column: Löwdin charge in e.
Element x y z (Å)
C 2.51265 0.34458 3.26123  -0.140
O 1.21315 1.03384 3.17535  -0.267
C 1.21268 1.96029 2.00408  -0.203
C 0.53905 1.31051 0.65576  -0.141
C 1.58385 0.48558 -0.30248  -0.185
C 0.73511 -0.72832 -1.04484  -0.171
C 1.03243 -2.22255 -0.45056  -0.135
C -0.25499 -3.01362 0.17021  -0.355
O -1.62572 -2.42953 -0.00145  -0.362
P -2.04958 -1.98298 1.62756  0.467
C -3.90926 -2.52794 1.49719  -0.303
C -4.95070 -1.25576 1.39835  -0.253
C -4.82904 -0.37604 0.01909  -0.169
C -4.93343 1.25263 0.37094  -0.220
O -3.98406 2.07345 -0.39766  -0.168
O -1.50197 -3.52906 2.31012  -0.435
C -0.17746 -3.73645 1.63700  -0.682
I 1.37137 -3.20364 3.08065  0.874
H 2.57430 -0.32163 4.24813  0.079
H 2.52898 -0.44242 2.36724  0.060
H 3.41677 1.09339 3.22382  0.071
H 0.51985 2.87279 2.32574  0.125
H 2.28582 2.42023 1.83207  0.102
H -0.40450 0.69494 0.99984  0.092
H 0.11289 2.21935 0.01727  0.114
H 1.94347 1.23520 -1.15445  0.087
H 2.52400 0.05104 0.24298  0.085
H 1.09933 -0.71379 -2.17973  0.084
H -0.38441 -0.39443 -1.04812  0.105
H 1.95820 -2.12400 0.27447  0.073
H 1.42648 -2.87786 -1.36774  0.095
H -0.35241 -3.95978 -0.55181  0.116
H -2.39418 -0.58550 1.36102  -0.033
H -2.07903 -1.58768 3.01571  -0.006
H -0.68599 -1.43613 1.64857  -0.019
H -4.08373 -3.35282 0.68243  0.080
H -4.13812 -3.05173 2.54460  0.084
H -6.04483 -1.73317 1.39694  0.103
H -4.88566 -0.54308 2.32631  0.095
H -5.66240 -0.63584 -0.77634  0.105
H -3.73384 -0.51209 -0.43645  0.101
H -6.01561 1.67888 0.13443  0.110
H -4.73627 1.47516 1.51115  0.101
H -3.06495 1.67082 -0.42686  0.098
H 0.07402 -4.88056 1.41032  0.097
O 1.88767 -2.29604 -3.57393  -0.068
H 1.29177 -1.75826 -4.11669  0.035
H 2.38608 -2.81804 -4.22054  0.024
O -1.78864 0.64621 3.45945  -0.104
H -1.64910 0.89216 4.38623  0.028
H -0.89674 0.64554 3.08066  -0.006
O -2.86705 1.26404 -3.39978  -0.078
H -3.38206 1.27490 -2.57909  0.008
H -3.48537 0.91555 -4.05949  0.013
O 4.19782 1.66399 0.68198  -0.085
H 4.20928 1.71386 -0.28563  0.064
H 4.35842 2.57664 0.96528  0.037
O 4.11288 -3.59750 -1.18115  -0.057
H 3.80600 -3.11428 -1.96294  0.036
H 4.84664 -3.06004 -0.84691  -0.003
O 5.83295 2.16527 3.07101  -0.053
H 5.31794 2.17613 3.89170  0.050
H 5.21463 1.81678 2.41130  -0.023
O 1.21000 3.04717 -2.85920  -0.059
H 1.38666 2.41663 -3.57342  0.060
H 0.26885 2.92294 -2.66481  0.032
O -2.40218 3.17020 5.07745  -0.066
H -2.39072 3.22007 4.10984  0.034
H -2.24158 4.08285 5.36075  0.038
O -0.43008 5.40615 -4.48416  -0.083
H 0.14949 4.93723 -3.86521  -0.002
H -0.45388 6.31233 -4.14173  0.045
O 6.61136 -2.39235 -0.64636  -0.053
H 6.75090 -2.14640 0.28042  0.028
H 7.50326 -2.39303 -1.02516  0.061
O -0.76705 4.91795 -2.04136  -0.074
H -1.28206 4.92881 -1.22067  0.050
H -1.38537 4.56946 -2.70107  0.048
O -2.98864 -1.34559 -4.31652  -0.072
H -2.84910 -1.09963 -3.38974  0.043
H -2.09673 -1.34626 -4.69531  0.017
O -3.58066 5.01175 0.71225  -0.073
H -3.76087 4.07118 0.56474  0.001
H -4.19295 5.25893 1.42146  0.033
O 3.73295 3.99316 -0.79347  -0.055
H 3.21794 4.00403 0.02723  0.040
H 3.11463 3.64467 -1.45318  0.023
O -0.29000 -6.06779 -1.32170  -0.066
H -0.11334 -6.69833 -2.03592  0.025
H -1.23115 -6.19202 -1.12731  0.052
O 6.01074 -5.71839 -0.70540  -0.077
H 6.78445 -5.26241 -0.34160  0.020
H 5.37033 -5.00734 -0.85794  -0.023
O -5.61233 -0.31206 -3.46110  -0.068
H -6.20823 0.22572 -4.00386  -0.007
H -5.11392 -0.83406 -4.10771  0.016
O 2.35962 4.92073 3.74574  -0.071
H 1.58988 5.46302 3.97445  0.038
H 2.02581 4.01190 3.78568  0.009
O -6.99617 1.78349 -4.78556  -0.060
H -7.61874 2.38930 -4.35627  0.062
H -6.40977 2.36831 -5.28867  0.041
O 4.74181 -2.84439 -4.75254  -0.054
H 5.64702 -2.88683 -4.40950  0.047
H 4.85495 -2.86510 -5.71470  0.043
O 0.37793 3.85056 6.60074  -0.070
H 0.48410 3.53569 7.51095  0.040
H -0.01826 3.09742 6.13728  0.024
O 5.93683 -0.71111 1.76256  -0.049
H 6.71053 -0.25514 2.12637  0.051
H 5.29641 -0.00007 1.61003  0.004
O -7.84592 2.87478 0.93693  -0.061
H -8.30508 2.69592 1.77124  0.043
H -8.20523 3.72784 0.65026  0.044
O -0.67258 -0.59998 -6.42567  -0.054
H -1.26848 -0.06220 -6.96842  0.050
H -0.17417 -1.12197 -7.07227  0.043
O -6.75024 2.34918 -7.41038  -0.068
H -6.57359 1.71864 -8.12460  0.050
H -7.69140 2.22496 -7.21600  0.044
O -1.36244 -6.40575 -4.07055  -0.069
H -1.35097 -6.35588 -5.03817  0.038
H -1.20183 -5.49310 -3.78726  0.040
O 4.63757 -3.83745 2.75628  -0.136
H 4.64903 -3.78758 1.78866  0.022
H 4.79817 -2.92480 3.03957  0.002
O 4.52190 -0.45912 5.23673  -0.068
H 4.56081 -1.42211 5.13652  0.047
H 5.00205 -0.29004 6.06126  0.049
O 2.90698 -6.95319 4.02371  -0.091
H 2.28441 -6.34738 4.45299  0.011
H 3.49338 -6.36838 3.52060  0.017
O 8.26774 2.90077 1.14382  -0.075
H 7.80859 2.72191 1.97814  0.003
H 7.90844 3.75383 0.85716  0.037
O -6.44453 1.83989 3.78608  -0.070
H -5.53932 1.79744 4.12912  0.038
H -6.33138 1.81918 2.82392  -0.008

---

(2)
Formula: C21H32AlBCaCl4F5MgNO11S
Source: the Open Molecules 2025 dataset
Level of theory: ωB97M-V/def2-TZVPD

The LUMO energy comes out at -10.575 eV. The electronic energy comes out at -151944.7374 eV. Its charge is +2.

Last column: Löwdin charge in e.
Element x y z (Å)
C -2.26386 0.14133 -0.41076  -0.112
C -1.91204 1.14239 -1.55880  -0.141
C -0.93304 2.21268 -1.33364  0.012
C -0.58260 3.20822 -2.37288  -0.092
C -1.23948 3.15572 -3.71578  -0.030
C -2.22797 2.10646 -3.95591  -0.021
C -2.55525 1.11475 -2.90515  -0.143
C -3.62846 0.01185 -3.17362  -0.189
C -4.95304 0.48451 -2.48927  -0.264
C -6.01382 -0.65163 -2.28810  -0.204
C -7.18476 -0.03342 -1.39112  -0.307
C -7.66288 1.40301 -1.85710  -0.125
N -6.54379 2.33058 -2.21206  0.036
C -5.70026 1.66425 -3.26704  -0.051
H -2.44531 -0.93570 -0.73891  -0.115
H -3.24580 0.48675 0.03595  0.110
H -1.47218 0.12224 0.38766  0.048
H -0.42871 2.33318 -0.34836  0.061
H 0.17019 4.03513 -2.15421  -0.110
H -0.96399 3.93716 -4.46421  0.109
H -2.77450 2.02058 -4.92275  0.113
H -3.70666 -0.15701 -4.36657  -0.162
H -3.24004 -0.91220 -2.67012  0.102
H -4.69813 0.86545 -1.44950  0.139
H -5.60987 -1.55171 -1.75765  0.038
H -6.43812 -1.03002 -3.26746  0.136
H -6.75876 -0.00978 -0.24584  -0.086
H -8.07449 -0.70778 -1.46417  0.119
H -8.19622 1.86760 -0.97547  0.148
H -8.39641 1.39205 -2.70441  0.145
H -6.86190 3.24214 -2.57987  0.195
H -5.95349 2.54862 -1.39765  0.186
H -6.42527 1.15190 -3.95789  0.153
H -5.00315 2.36294 -3.78760  0.137
Cl 1.68816 4.95767 -2.70749  -0.095
Al -2.91826 -2.61245 0.25263  0.953
Cl -3.48393 -1.24293 -5.46785  0.349
O 0.82935 3.86864 0.93264  -0.384
Cl 0.12076 3.22034 2.01943  0.637
O -1.18443 3.81373 2.16133  -0.333
O 0.85629 3.36292 3.23708  -0.298
O -0.00899 1.79983 1.72177  -0.438
B 3.52858 -0.15415 4.72366  -1.022
O 4.94914 0.26176 4.59951  0.224
C 4.99266 1.31780 3.81089  -0.395
O 6.00292 1.90106 3.50599  0.125
C 3.60597 1.65917 3.36721  -0.397
O 3.28422 2.55910 2.64103  0.138
O 2.75429 0.79990 3.90083  0.219
F 3.11550 -0.08482 6.06409  0.143
F 3.35406 -1.47211 4.22497  0.100
C 2.37116 -4.67750 -3.08739  -0.070
C 0.90216 -4.84695 -2.73918  -0.247
O 0.66726 -5.69429 -1.61854  -0.054
C 0.81224 -5.17293 -0.29016  -0.438
O 0.10570 -4.04771 -0.14089  -0.194
C 2.29579 -5.03225 0.17484  -0.552
F 3.03832 -6.05520 -0.28258  0.157
F 2.38304 -5.08561 1.51969  0.132
F 2.91070 -3.89945 -0.21349  0.124
H 2.91425 -5.61655 -2.97670  0.089
H 2.47663 -4.32515 -4.11626  0.080
H 2.84806 -3.93593 -2.44922  0.058
H 0.42377 -5.35480 -3.58047  0.122
H 0.39762 -3.88117 -2.64554  0.105
H 0.48213 -6.04089 0.30054  0.163
Ca 3.55000 3.35379 -2.28749  1.434
C 8.43055 2.21620 5.57698  -0.221
S 8.30139 0.42053 5.54027  0.942
O 7.51264 0.00660 6.72359  -0.395
C 10.03566 0.08677 5.90480  -0.225
H 7.44086 2.63591 5.40678  0.050
H 8.80190 2.53712 6.55106  0.074
H 9.10519 2.54622 4.78682  0.070
H 10.30504 0.54275 6.85788  0.073
H 10.65716 0.48841 5.10417  0.065
H 10.17535 -0.99202 5.96508  0.064
Cl -6.36088 -1.46625 0.52831  0.075
Mg -0.54592 -2.01733 2.25965  1.159